Computed, not measured: C46H37BrF6IrN3O2P2S2 as an isolated structure, with ωB97M-V/def2-TZVPD.

The geometry in XYZ format:
```
100
Properties=species:S:1:pos:R:3:forces:R:3:lowdin_charge:R:1
Ir -0.221060 -1.113416 0.461406 -0.1 0.0 0.2 0.77
Br 0.814668 -1.917977 -8.664382 0.0 0.0 0.0 0.84
S -0.023816 0.836659 -1.008708 0.0 -0.1 0.0 0.74
S -0.812687 0.348183 2.115571 0.2 -0.2 -0.2 0.80
P -0.340778 -4.159684 -1.747385 -0.5 -0.1 -0.3 0.25
P 1.830430 -1.785458 1.070093 -0.4 0.3 0.0 0.98
F -1.697726 -4.398696 -0.971421 0.1 -0.1 0.0 -0.09
F -1.134762 -3.637573 -3.025291 0.1 0.0 0.1 -0.11
F -0.204156 -5.632615 -2.266146 0.1 0.1 0.1 -0.07
F 1.043304 -3.687669 -2.467331 0.0 -0.1 0.0 -0.12
F -0.460636 -2.437620 -1.177349 0.4 0.2 -0.1 -0.37
F 0.502418 -4.422244 -0.412483 -0.3 -0.2 0.0 -0.12
O 1.979287 -1.242430 -2.324072 0.0 0.0 -0.3 0.07
O 3.246076 -2.232291 -3.800538 -0.1 0.1 0.0 0.16
N -0.934667 -0.505078 -5.226102 0.0 0.0 0.0 0.12
N -1.880668 2.726151 -0.832550 0.0 -0.2 0.0 -0.07
N -1.676646 2.834902 1.931626 0.2 -0.1 -0.1 -0.07
C 2.701975 -2.530290 -0.331732 0.0 0.0 -0.1 -0.28
C 3.000230 -3.834658 -0.290148 0.1 0.1 0.1 -0.04
C -3.771093 4.182789 4.336122 0.0 0.0 0.0 -0.04
C 1.484430 -1.744035 -5.909311 -0.1 0.0 0.0 0.00
C 0.174621 -3.367268 2.434608 0.0 0.1 -0.1 -0.21
C -0.040283 -0.788841 -4.295662 0.0 -0.1 0.0 -0.06
C 3.528277 1.187742 3.273503 0.0 0.0 0.0 -0.05
C -1.588586 -4.735763 3.386095 0.0 0.0 0.0 -0.01
C 3.135741 -1.694158 -1.505085 0.1 0.0 0.1 -0.13
C 1.187195 -1.381001 -4.590249 0.0 0.0 0.0 -0.09
C -2.752525 3.635173 -0.082369 0.0 0.1 0.0 -0.07
C 4.870289 1.098450 2.927076 0.0 0.0 0.0 -0.05
C -1.650330 6.295657 -3.756596 0.0 0.0 0.0 -0.06
C 2.140901 -1.629890 -3.545172 0.0 0.0 0.2 -0.27
C 4.012287 -2.415168 -2.555221 0.1 0.0 0.0 -0.11
C -0.212269 -4.405630 3.304020 0.0 0.0 0.0 -0.15
C -2.068919 4.038967 1.192794 0.0 0.0 0.0 -0.07
C -4.079631 1.903326 3.625958 0.0 0.0 0.0 -0.04
C 0.797227 -5.058847 4.049506 0.0 0.0 0.0 0.01
C -5.112389 4.252937 4.689280 0.0 0.0 0.0 -0.06
C -2.504322 -4.043652 2.648652 0.0 0.0 0.0 -0.05
C -2.103142 -2.986726 1.792198 0.0 0.0 0.1 -0.11
C 2.598389 0.356099 2.674380 0.1 0.0 0.0 -0.09
C -5.418099 1.976849 3.972427 0.0 0.0 0.0 -0.06
C -1.399637 4.090475 -2.821389 0.0 0.0 0.0 -0.23
C 3.003958 -0.575010 1.718321 0.0 0.0 0.0 -0.32
C -1.226739 1.781392 1.295552 -0.1 0.1 0.0 -0.56
C -2.212428 5.112377 -3.295715 0.0 0.0 0.0 -0.04
C -2.007821 2.814156 -2.304163 0.1 0.0 0.0 -0.09
C -0.016505 4.256893 -2.813106 0.0 0.0 0.0 -0.04
C 4.238476 -3.876484 -2.380826 0.0 0.0 0.1 0.02
C 2.506418 -3.672835 3.059372 0.0 0.1 0.1 -0.06
C -1.116374 1.856593 -0.215834 -0.1 0.1 0.1 -0.61
C 1.543415 -3.036863 2.314511 0.1 0.0 0.0 -0.30
C 5.284351 0.169861 1.986920 0.0 0.0 0.0 -0.05
C 4.356014 -0.668134 1.385775 0.0 0.0 0.0 -0.09
C -3.252251 3.010705 3.801142 0.0 0.0 0.1 -0.23
C -0.650832 -0.838559 -6.480560 0.0 0.0 -0.1 -0.12
C -1.801150 2.930052 3.403561 0.0 -0.1 0.0 -0.09
C 3.766017 -4.524320 -1.325132 0.0 0.0 0.0 0.00
C -0.274245 6.459183 -3.740204 0.0 0.0 0.0 -0.06
C 2.116685 -4.697135 3.942308 0.0 0.0 0.0 -0.05
C -5.934153 3.152314 4.505351 0.0 0.0 0.0 -0.06
C -0.786470 -2.643861 1.679471 0.0 -0.1 0.0 -0.34
C 0.542868 5.439039 -3.267871 0.0 0.0 0.0 -0.06
C 0.534028 -1.470023 -6.867333 0.0 0.0 0.1 -0.65
H 4.807532 -4.371634 -3.155751 0.0 0.0 0.0 0.14
H -6.057923 1.115011 3.842171 0.0 0.0 0.0 0.11
H 3.210506 1.902149 4.020476 0.0 0.0 0.0 0.11
H -1.398782 -0.599129 -7.226491 0.0 0.0 0.0 0.12
H -0.303914 -0.559925 -3.274867 0.0 0.0 0.1 0.06
H 1.616977 5.565064 -3.264237 0.0 0.0 0.0 0.11
H 0.164567 7.378695 -4.101971 0.0 0.0 0.0 0.11
H -1.539595 1.931202 -2.732378 0.0 0.0 0.0 0.09
H -2.287198 7.084020 -4.132976 0.0 0.0 0.0 0.11
H 0.511561 -5.857615 4.722477 0.0 0.0 0.0 0.13
H -2.924771 4.512886 -0.703888 0.0 0.0 0.0 0.14
H 4.697692 -1.411499 0.676897 0.0 0.0 0.1 0.10
H 2.665069 -4.426925 0.551181 0.1 0.0 0.0 0.11
H -3.673977 0.978621 3.230134 0.0 0.0 0.0 0.10
H -1.307115 2.069098 3.847408 0.0 0.0 0.0 0.09
H -3.127403 5.041179 4.490156 0.0 0.0 0.0 0.12
H 3.601505 -0.764110 -1.177422 -0.1 0.0 0.0 0.15
H 3.948272 -5.582356 -1.201362 0.0 0.0 0.0 0.13
H 4.950718 -1.887439 -2.726283 0.0 0.0 0.0 0.18
H 5.595409 1.745133 3.401973 0.0 0.0 0.0 0.12
H -3.288015 4.980386 -3.324121 0.0 0.0 0.0 0.12
H 0.622282 3.456420 -2.456765 0.0 0.0 0.0 0.09
H -3.551628 -4.305933 2.704642 0.0 0.0 0.0 0.11
H -3.078139 2.779830 -2.515606 0.0 0.0 0.0 0.14
H -1.259805 3.829870 3.701051 0.0 0.0 0.0 0.14
H -2.866542 -2.465744 1.222730 0.0 0.0 0.0 0.11
H 2.418295 -2.222931 -6.168837 0.0 0.0 0.0 0.13
H -2.752281 4.605670 1.822362 0.0 0.0 0.0 0.14
H -3.708783 3.138788 0.105784 0.0 0.0 0.0 0.16
H -1.177348 4.641861 0.999535 0.0 0.0 0.0 0.16
H -1.901241 -5.540679 4.038340 0.0 0.0 0.0 0.12
H 3.550948 -3.393807 2.983625 0.0 0.0 0.0 0.12
H 1.561563 0.421269 2.962422 0.0 0.0 0.0 0.04
H 6.330840 0.088519 1.727532 0.0 0.0 0.0 0.12
H -6.977289 3.205022 4.784546 0.0 0.0 0.0 0.11
H -5.511035 5.164674 5.111710 0.0 0.0 0.0 0.12
H 2.866872 -5.200662 4.535636 0.0 0.0 0.0 0.11
```
Positions in Å, forces in eV/Å.

Properties
net charge: +2
multiplicity: 1
ΔE to the lowest compared entry with this formula, charge and spin: 0.000 eV

Computed, not measured: C46H37Co2O10P as an isolated structure, with ωB97M-V/def2-TZVPD.

The geometry in XYZ format:
```
96
Properties=species:S:1:pos:R:3:forces:R:3:lowdin_charge:R:1
Co 0.168787 6.956328 5.495107 2.8 -1.7 1.0 0.03
Co -1.490228 5.136999 6.808648 2.0 -0.7 0.3 -0.05
P -0.447300 5.294794 8.791200 -0.1 0.0 -0.6 1.09
O 3.653206 -3.173370 0.754093 0.4 -0.2 1.0 0.04
O 2.283437 7.714655 7.370902 -0.5 -0.1 -0.7 0.08
O -3.659684 -1.999669 2.136449 -1.1 -1.0 0.2 -0.11
O 1.890282 4.974392 4.255262 -1.3 0.9 0.8 0.11
O 2.057836 -3.487300 -0.793502 0.3 -0.9 -0.2 0.02
O -0.755867 2.454277 5.933277 -0.2 1.9 0.3 0.08
O -4.176573 4.820255 7.842636 0.8 0.1 -0.1 0.07
O 2.677308 0.704687 1.177643 0.6 0.4 0.4 0.04
O 4.005120 -1.033915 1.711445 0.3 -0.9 0.8 0.04
O 0.146643 9.099722 3.547223 0.5 -0.5 0.8 0.09
C -1.478198 5.684976 2.699407 0.1 -0.1 -0.6 -0.24
C 1.411583 7.411288 6.672956 0.6 0.2 1.5 -0.16
C 1.316896 4.776633 8.858155 0.2 -0.3 0.5 -0.32
C 2.601729 -2.722913 -0.012469 -0.8 2.1 0.0 -0.48
C -2.514675 -1.768079 1.439800 1.1 0.1 -0.9 -0.29
C 3.881651 -2.448626 1.981327 0.3 0.5 -1.0 -0.54
C -0.831997 -2.340882 -0.191162 0.1 0.3 -0.1 -0.04
C -0.531172 6.989926 9.484788 0.1 0.2 0.4 -0.33
C -1.503972 6.361233 1.443688 0.0 -0.3 0.5 -0.06
C 2.228927 -1.344136 0.143866 2.2 -1.2 1.3 -0.14
C -1.356342 2.879452 9.805578 -0.3 0.1 0.3 -0.08
C -4.397443 -3.213136 1.849142 0.7 0.9 0.2 -0.09
C 0.589840 7.707608 9.931499 -0.5 0.1 0.1 -0.09
C -0.792094 9.678415 10.233006 0.1 -0.1 -0.1 -0.10
C 1.118596 -0.825467 -0.650909 -0.9 0.1 -0.1 -0.13
C -1.009253 3.548714 6.245097 -0.1 -2.8 -0.2 -0.19
C -0.857001 5.842350 0.327229 -0.1 -0.2 0.2 -0.12
C -1.592469 6.240977 5.157056 -1.4 1.2 -0.3 -0.31
C 3.230180 3.916630 7.622149 -0.1 0.0 0.3 -0.06
C -0.803853 4.443482 2.756046 -0.3 0.0 -0.3 -0.05
C -1.454544 6.924541 6.390717 -2.7 1.5 -1.1 -0.30
C -2.663038 3.964185 12.035278 0.2 -0.2 -0.2 -0.10
C 3.418557 4.351485 10.005679 -0.3 0.0 -0.1 -0.09
C -3.110076 4.962354 7.409484 -1.1 -0.1 -0.3 -0.20
C 0.209710 8.302848 4.384423 -1.2 1.3 -1.7 -0.15
C -1.844323 -0.547157 1.703929 -0.6 -0.8 0.0 0.00
C 1.894914 4.319123 7.666789 -0.1 0.0 0.0 -0.10
C 2.948381 -0.474690 1.026503 -1.5 -0.7 -1.3 -0.49
C -1.270760 4.261180 10.065711 0.1 -0.1 0.5 -0.32
C -1.924625 8.957946 9.836444 0.2 -0.5 0.1 -0.09
C -1.899932 4.795220 11.205069 0.0 -0.5 -0.2 -0.08
C 5.249301 -2.909887 2.488932 -0.4 0.2 -0.3 0.00
C -2.119635 2.053881 10.638045 0.3 0.3 0.0 -0.09
C -1.794538 7.613323 9.471175 0.2 0.3 0.0 -0.12
C -0.196312 -1.125038 0.049578 0.4 0.1 -0.4 -0.20
C -0.182811 4.616421 0.412577 0.0 0.2 0.2 -0.11
C 3.992506 3.941634 8.794522 -0.2 0.1 -0.2 -0.09
C -2.773715 2.597787 11.751735 0.0 0.2 -0.2 -0.11
C -1.994661 -2.673161 0.485149 -0.6 0.5 0.9 -0.04
C 2.076527 4.756644 10.045947 0.3 -0.1 -0.5 -0.10
C 2.781957 -2.723147 2.997371 -0.1 0.0 0.1 0.01
C -0.693813 -0.237941 1.009679 0.1 -0.2 -0.3 -0.02
C -2.061729 6.338959 3.859301 -0.1 0.0 0.8 -0.09
C 0.461618 9.057600 10.277653 -0.3 -0.1 0.0 -0.09
C -0.148789 3.930041 1.632491 -0.1 0.2 0.0 -0.08
C 1.135134 5.726699 4.716853 2.2 -1.2 -1.3 -0.16
H -3.374218 1.950345 12.393534 0.1 0.2 -0.2 0.09
H -0.134212 0.678481 1.209906 -0.2 -0.2 0.0 0.10
H -0.854417 3.856896 3.678032 0.2 0.3 -0.4 0.09
H -0.380514 -3.045183 -0.892339 -0.1 0.3 0.2 0.11
H -2.916444 9.420007 9.811178 0.4 -0.1 0.0 0.10
H 1.261210 0.256940 -0.737889 -0.2 -0.1 -0.3 0.12
H -3.805888 -4.107052 2.102603 -0.1 0.2 -0.1 0.09
H 5.495589 -2.370347 3.404141 0.0 0.0 0.0 0.08
H 1.792999 -2.406033 2.645319 0.3 0.0 0.0 0.09
H 0.405623 2.991092 1.702090 -0.2 0.2 0.0 0.10
H -3.174982 4.388175 12.903422 0.2 -0.2 -0.3 0.10
H 1.623530 5.057250 10.994459 0.1 -0.1 -0.3 0.11
H -1.791427 5.854281 11.447800 -0.1 -0.3 -0.1 0.10
H -2.739048 7.169579 3.628042 0.0 -0.2 0.1 0.10
H 5.217926 -3.982890 2.683703 0.0 0.0 0.0 0.08
H 0.318366 4.207944 -0.466747 -0.1 0.1 0.3 0.09
H 1.346185 9.625927 10.578973 -0.3 -0.2 -0.1 0.10
H -2.021319 7.723199 6.841996 -0.1 0.2 -0.1 0.06
H -0.827191 2.456995 8.943349 -0.3 0.2 0.3 0.11
H 2.762959 -3.798699 3.203040 0.0 0.1 0.0 0.09
H 3.024834 -2.187079 3.920983 -0.1 -0.1 -0.1 0.09
H -0.894464 10.730353 10.503972 0.1 -0.2 -0.1 0.09
H -2.197984 0.987502 10.407128 0.0 0.4 0.1 0.10
H 6.001826 -2.699803 1.725955 -0.1 0.0 0.1 0.09
H -5.278511 -3.150036 2.489614 0.1 -0.1 -0.1 0.08
H 1.274728 4.264091 6.762551 0.4 0.2 0.5 0.05
H -0.879850 6.390693 -0.619550 0.0 -0.2 0.3 0.09
H 4.018171 4.354690 10.920660 -0.2 0.0 -0.3 0.09
H 1.549332 7.203716 10.037070 -0.2 0.3 -0.3 0.09
H -2.489255 -3.624005 0.289815 0.1 0.2 0.1 0.09
H -2.679524 7.036735 9.172722 0.4 0.3 0.0 0.10
H -2.037704 7.314968 1.381224 0.2 -0.3 0.0 0.10
H 1.140196 -1.360124 -1.608686 -0.1 0.4 -0.1 0.11
H 3.652453 3.587889 6.668114 -0.1 0.1 0.4 0.11
H 5.036041 3.627663 8.756826 -0.2 0.1 0.1 0.10
H -4.700118 -3.259256 0.790755 0.1 0.0 0.3 0.09
H -2.243203 0.126944 2.456469 0.0 -0.1 -0.1 0.11
```
Positions in Å, forces in eV/Å.

Properties
net charge: -2
multiplicity: 1

Calculated values (eV) of total energy for the records, taken in order: -186295.9245 -153319.3973.
Calculated values (eV) of gap between HOMO and LUMO for the records, taken in order: 5.917 5.088.